(1)
The following is a DFT calculation (ωB97M-V/def2-TZVPD) of a molecular structure, C39H44BrMnN4O2P2SeSi2 at a distorted geometry.

As for the net charge: +1. The HOMO-LUMO gap (spin up / spin down) is 6.93 / 7.52 eV. The LUMO energy (spin up / spin down) comes out at -0.135 / -0.114 Ha. The value obtained for the electronic energy is -9270.15720 a.u. As for the HOMO energy (spin up / spin down): -10.61 / -10.63 eV. The spin multiplicity is 2.

```
96
Properties=species:S:1:pos:R:3:mulliken_charge:R:1
Mn -0.39 0.00 -1.53 -0.75
C -1.32 4.46 0.95 -1.31
Si -1.83 2.76 0.25 0.54
C -3.18 2.03 1.39 -1.25
C -2.71 3.17 -1.41 -1.02
N -0.50 1.62 -0.04 0.25
P 0.94 1.43 0.65 2.56
C 1.45 -0.11 -0.17 -2.00
P 0.84 -1.73 0.37 2.07
N -0.47 -1.89 -0.52 0.84
Si -0.83 -3.41 -1.39 0.66
C 0.65 -3.98 -2.45 -1.04
C -2.50 -3.31 -2.31 -1.20
C -1.24 -4.74 -0.08 -1.41
C 2.12 -3.00 0.26 0.97
C 3.27 -2.92 -0.52 -0.39
C 4.08 -4.03 -0.67 -0.75
C 3.74 -5.23 -0.06 -0.65
C 2.63 -5.30 0.76 -0.75
C 1.83 -4.19 0.93 -1.20
C 0.45 -1.66 2.13 0.41
C -0.87 -1.77 2.56 -0.56
C -1.14 -1.83 3.92 -0.93
C -0.10 -1.79 4.83 -0.66
C 1.22 -1.69 4.40 -0.96
C 1.49 -1.63 3.05 -0.48
C 2.22 2.70 0.38 0.16
C 1.91 3.95 0.91 -0.55
C 2.71 5.04 0.63 -0.85
C 3.85 4.88 -0.15 -0.67
C 4.22 3.62 -0.57 -0.73
C 3.41 2.52 -0.31 -0.63
C 0.89 1.37 2.45 0.56
C 2.06 1.61 3.16 -0.95
C 2.02 1.75 4.53 -0.95
C 0.81 1.63 5.20 -0.89
C -0.36 1.36 4.50 -0.86
C -0.32 1.24 3.12 0.24
H -2.21 5.09 0.97 0.49
H -0.94 4.40 1.96 0.35
H -0.59 4.95 0.32 0.31
H -4.14 2.46 1.12 0.51
H -3.27 0.95 1.32 0.24
H -3.01 2.29 2.43 0.36
H -3.77 3.31 -1.21 0.52
H -2.35 4.09 -1.84 0.32
H -2.62 2.37 -2.15 0.16
H 1.21 -3.14 -2.86 0.13
H 1.35 -4.60 -1.89 0.32
H 0.30 -4.57 -3.29 0.60
H -2.58 -2.50 -3.02 0.19
H -2.59 -4.23 -2.87 0.44
H -3.33 -3.26 -1.61 0.27
H -0.40 -5.38 0.15 0.37
H -1.62 -4.34 0.86 0.31
H -2.02 -5.38 -0.49 0.50
H 3.54 -1.99 -1.01 0.26
H 4.97 -3.97 -1.28 0.45
H 4.35 -6.11 -0.23 0.41
H 2.39 -6.22 1.25 0.44
H 0.97 -4.22 1.59 0.69
H -1.66 -1.80 1.82 0.63
H -2.16 -1.91 4.26 0.43
H -0.31 -1.83 5.89 0.46
H 2.03 -1.65 5.11 0.48
H 2.51 -1.55 2.69 0.54
H 1.05 4.05 1.55 0.64
H 2.44 6.02 1.01 0.47
H 4.44 5.74 -0.41 0.42
H 5.14 3.48 -1.12 0.46
H 3.72 1.55 -0.65 0.42
H 3.00 1.70 2.64 0.57
H 2.92 1.95 5.08 0.49
H 0.78 1.75 6.28 0.46
H -1.29 1.26 5.03 0.52
H -1.21 1.03 2.56 0.16
Br 0.66 3.70 -2.32 0.15
C -0.35 2.68 -3.54 -0.23
C -0.86 3.35 -4.65 -0.73
C -1.50 2.62 -5.63 -0.66
C -1.53 1.24 -5.51 -0.62
C -1.04 0.67 -4.35 0.50
N -0.50 1.37 -3.33 0.58
C -0.97 -0.85 -4.18 -0.01
O -1.33 -1.58 -5.08 -0.70
O -0.46 -1.19 -3.06 -0.21
H -0.73 4.41 -4.72 0.53
H -1.92 3.12 -6.49 0.46
H -1.92 0.58 -6.27 0.58
C -4.75 -0.56 -1.32 -1.74
C -3.35 -0.29 -1.42 0.95
N -2.22 -0.06 -1.49 0.37
H -4.97 -0.93 -0.32 0.35
H -5.03 -1.32 -2.05 0.42
H -5.32 0.35 -1.50 0.39
Se 2.01 -0.03 -1.92 -0.05
```


(2)
The following is a DFT calculation (ωB97M-V/def2-TZVPD) of a molecular structure, C39H44Cl3INO4P2S2ScSi at a distorted geometry.

As for the net charge: -2. The HOMO-LUMO gap is 5.82 eV. The LUMO energy comes out at 0.150 Ha. The value obtained for the electronic energy is -6076.27923 a.u. As for the HOMO energy: -1.74 eV. The spin multiplicity is 1.

```
98
Properties=species:S:1:pos:R:3:mulliken_charge:R:1
Sc 0.09 1.13 -0.34 -1.30
I -2.43 -0.74 1.32 0.16
C -2.08 -2.81 1.29 -0.05
C -1.91 -3.42 2.51 -0.49
C -1.80 -4.82 2.59 -0.66
C -1.93 -5.58 1.45 -0.85
C -2.11 -4.96 0.19 1.25
C -2.30 -5.74 -0.97 -0.94
C -2.48 -5.12 -2.18 -0.93
C -2.38 -3.72 -2.27 -0.06
C -2.13 -2.89 -1.20 -0.07
P -0.44 -1.03 -1.75 0.43
C -1.62 -0.40 -3.04 0.56
C -1.15 0.38 -4.10 -0.37
C -2.03 0.97 -5.00 -0.74
C -3.39 0.82 -4.85 -0.71
C -3.88 0.08 -3.78 -0.74
C -3.01 -0.53 -2.89 -0.50
C 0.36 -2.50 -2.50 1.57
C 0.51 -2.65 -3.87 -0.48
C 1.16 -3.77 -4.38 -0.73
C 1.66 -4.74 -3.52 -0.72
C 1.50 -4.59 -2.15 -0.82
C 0.85 -3.48 -1.65 -0.45
C -2.11 -3.54 0.07 -0.16
H -1.88 -2.83 3.42 0.39
H -1.65 -5.29 3.55 0.38
H -1.89 -6.66 1.50 0.34
H -2.31 -6.82 -0.88 0.28
H -2.65 -5.72 -3.07 0.36
H -2.42 -3.30 -3.28 0.30
H -0.10 0.57 -4.17 0.25
H -1.63 1.58 -5.80 0.40
H -4.08 1.30 -5.54 0.32
H -4.95 -0.02 -3.62 0.40
H -3.38 -1.12 -2.06 0.33
H 0.12 -1.91 -4.55 0.31
H 1.27 -3.89 -5.45 0.34
H 2.17 -5.62 -3.92 0.33
H 1.88 -5.35 -1.47 0.42
H 0.71 -3.37 -0.58 0.66
C 3.85 -2.84 2.33 -1.40
C 3.13 -2.47 3.61 0.45
C 1.78 -3.16 3.73 -0.92
O 2.96 -1.06 3.82 -0.33
P 2.76 0.09 2.68 0.34
S 4.42 0.58 1.79 -0.59
S 1.22 -0.54 1.55 0.38
O 2.35 1.31 3.65 -0.36
C 1.40 1.35 4.72 1.25
C 0.12 0.55 4.49 -0.72
C 2.08 0.96 6.03 -1.66
H 4.03 -3.92 2.34 0.52
H 4.81 -2.32 2.25 0.36
H 3.25 -2.59 1.45 0.17
H 3.76 -2.77 4.46 0.25
H 1.12 -2.85 2.92 -0.05
H 1.31 -2.91 4.69 0.21
H 1.91 -4.24 3.69 0.57
H 1.12 2.41 4.76 -0.12
H 0.31 -0.53 4.48 -0.06
H -0.36 0.81 3.54 -0.09
H -0.56 0.78 5.31 0.54
H 2.36 -0.09 6.01 0.22
H 1.41 1.14 6.87 0.47
H 2.98 1.56 6.16 0.38
O 0.83 2.69 0.97 -0.78
C -0.30 2.85 1.50 1.33
O -1.31 2.21 1.09 -0.95
C -0.44 3.80 2.64 0.27
C 0.64 4.60 3.01 -0.04
C 0.53 5.47 4.08 -0.70
C -0.66 5.54 4.79 -0.36
C -1.74 4.75 4.43 -0.74
C -1.64 3.88 3.35 0.00
H 1.56 4.51 2.44 0.39
H 1.37 6.09 4.36 0.39
H -0.75 6.22 5.63 0.38
H -2.67 4.81 4.98 0.39
H -2.46 3.26 3.04 0.43
Cl -0.44 5.35 -0.90 -0.41
Si -0.77 3.46 -1.86 0.42
Cl 0.07 3.82 -3.78 -0.41
Cl -2.86 3.62 -2.23 -0.40
C 2.41 0.50 -3.83 -1.78
C 2.25 0.24 -2.33 2.21
C 2.82 1.45 -1.58 -1.81
C 3.06 -1.00 -1.93 -1.63
N 0.83 0.18 -1.93 1.27
H 3.47 0.61 -4.09 0.44
H 1.89 1.42 -4.12 0.25
H 2.00 -0.33 -4.41 0.26
H 3.87 1.62 -1.82 0.53
H 2.78 1.30 -0.49 -0.04
H 2.26 2.35 -1.85 0.31
H 4.13 -0.77 -2.00 0.53
H 2.84 -1.84 -2.58 0.33
H 2.84 -1.26 -0.90 0.09
```


(3)
The following is a DFT calculation (ωB97M-V/def2-TZVPD) of a molecular structure, C39H44Cl4NO9P2S4Tl.

The HOMO-LUMO gap is 5.13 eV. The LUMO energy comes out at -0.078 Ha. The value obtained for the electronic energy is -6533.33517 a.u. As for the HOMO energy: -7.26 eV. The spin multiplicity is 1.

```
104
Properties=species:S:1:pos:R:3:mulliken_charge:R:1
Tl 0.17 0.27 -0.57 1.48
Cl 5.47 5.25 0.78 -0.16
C 4.58 3.97 0.07 0.54
C 5.32 2.75 -0.36 0.38
Cl 7.00 2.67 -0.05 -0.16
C 4.70 1.74 -0.98 0.05
Cl 5.54 0.35 -1.53 -0.15
C 3.26 1.80 -1.27 0.33
O 2.68 0.96 -1.90 -0.63
C 2.47 2.98 -0.67 -0.43
O 1.28 2.96 -0.67 0.16
C 3.26 4.08 -0.08 0.04
Cl 2.38 5.46 0.40 -0.13
C -3.67 -2.04 3.79 -1.53
C -3.71 -1.47 2.39 0.24
C -2.80 -0.26 2.23 0.02
O -3.42 -2.54 1.44 -0.08
P -2.07 -2.85 0.68 0.36
O -1.53 -1.80 -0.19 -0.54
C -0.93 -3.40 1.99 -0.05
P 0.80 -3.57 1.48 0.51
O 1.45 -2.36 0.96 -0.80
O 0.71 -4.82 0.52 -0.08
C 1.51 -5.00 -0.70 0.46
C 1.05 -4.04 -1.78 -0.91
C 3.00 -4.89 -0.40 -1.30
O 1.59 -4.00 2.78 -0.48
C 1.38 -5.07 3.74 0.36
C 0.48 -4.59 4.86 -1.07
C 0.87 -6.36 3.10 -0.94
O -2.42 -4.14 -0.14 -0.16
C -3.48 -5.12 -0.02 0.56
C -3.46 -5.78 1.35 -1.02
C -4.84 -4.53 -0.37 -1.35
H -4.11 -1.33 4.49 0.50
H -2.64 -2.24 4.11 0.17
H -4.23 -2.98 3.85 0.34
H -4.73 -1.19 2.16 0.54
H -1.77 -0.52 2.50 -0.37
H -3.15 0.53 2.91 0.73
H -2.79 0.14 1.21 -0.47
H -1.30 -4.34 2.39 0.10
H -0.93 -2.63 2.77 0.03
H 1.27 -6.02 -0.99 0.30
H 1.25 -3.01 -1.49 0.04
H -0.03 -4.14 -1.95 0.12
H 1.57 -4.27 -2.71 0.54
H 3.24 -3.87 -0.11 0.21
H 3.57 -5.15 -1.30 0.49
H 3.28 -5.57 0.40 0.30
H 2.38 -5.26 4.14 0.39
H -0.56 -4.53 4.53 0.10
H 0.80 -3.59 5.19 0.24
H 0.54 -5.27 5.71 0.49
H -0.15 -6.23 2.72 0.05
H 0.86 -7.15 3.85 0.51
H 1.50 -6.66 2.27 0.18
H -3.22 -5.86 -0.78 0.49
H -3.72 -5.06 2.12 0.12
H -2.48 -6.21 1.56 0.06
H -4.20 -6.59 1.37 0.53
H -5.22 -3.91 0.44 0.19
H -5.54 -5.33 -0.58 0.53
H -4.75 -3.90 -1.26 0.28
S 1.23 -0.01 4.58 -0.32
C 1.35 -0.27 2.87 -0.42
N 0.76 0.60 2.13 0.36
C 0.14 1.58 2.90 -1.39
C -0.61 2.65 2.39 0.21
C -1.13 3.56 3.28 -0.81
C -0.94 3.42 4.67 -0.62
C -0.24 2.34 5.18 -0.57
C 0.30 1.42 4.28 1.16
H 1.89 -1.13 2.46 0.59
H -0.78 2.72 1.32 0.55
H -1.69 4.41 2.91 0.53
H -1.34 4.16 5.35 0.41
H -0.11 2.21 6.25 0.42
O -2.01 1.46 -0.21 -0.32
C -2.67 2.14 -1.22 2.38
C -3.51 1.23 -2.12 -0.55
C -3.87 1.38 -3.43 -0.25
C -4.76 0.36 -3.88 -0.85
C -5.07 -0.53 -2.90 -0.64
S -4.26 -0.14 -1.43 0.06
C -1.67 2.93 -2.08 -0.46
C -0.92 2.49 -3.13 -0.47
C 0.04 3.45 -3.58 -0.96
C 0.00 4.60 -2.85 -0.66
S -1.19 4.52 -1.63 -0.16
C -3.64 3.15 -0.56 -1.01
C -3.62 3.54 0.74 0.19
C -4.63 4.51 1.05 -1.05
C -5.39 4.83 -0.03 -0.59
S -4.91 3.95 -1.42 -0.11
H -3.53 2.19 -4.05 0.56
H -5.15 0.29 -4.89 0.41
H -5.72 -1.39 -2.96 0.45
H -1.04 1.52 -3.59 0.76
H 0.72 3.29 -4.41 0.42
H 0.60 5.49 -2.96 0.52
H -2.91 3.14 1.45 0.11
H -4.77 4.95 2.04 0.40
H -6.22 5.53 -0.09 0.44
```